No. 1
{
  "formula": "C27H32BrCaN2O5P",
  "method": "ωB97M-V with the def2-TZVPD basis set",
  "de_lowest_ev": 0.515,
  "energy_ha": -5126.94943,
  "homo_ev": -8.9,
  "species": ["H", "C", "H", "C", "C", "H", "O", "H", "O", "H", "C", "H", "C", "C", "C", "H", "C", "C", "H", "H", "H", "Ca", "H", "H", "H", "H", "C", "C", "H", "C", "H", "C", "C", "H", "C", "C", "H", "C", "C", "C", "Br", "H", "H", "H", "O", "C", "H", "N", "H", "H", "H", "P", "O", "H", "H", "N", "C", "C", "C", "H", "C", "C", "C", "H", "H", "C", "O", "H", "H"],
  "xyz": [[2.924, -3.533, -4.702], [-4.202, 1.337, -0.360], [1.175, -0.916, -2.745], [-1.763, 4.569, 2.400], [0.418, -3.301, -0.704], [2.559, -2.575, 5.165], [3.081, -0.684, -0.368], [1.103, 2.503, 0.903], [4.548, -4.030, 4.350], [5.247, -4.462, 3.849], [4.189, -3.038, 2.189], [-2.571, 5.146, 2.831], [0.856, -4.436, -1.365], [-1.665, 1.209, -2.969], [-2.962, -0.791, -0.553], [-3.098, -0.733, -1.633], [0.897, -0.753, 3.725], [-1.048, 2.756, 0.957], [-2.050, -1.357, -0.356], [0.757, -5.407, -0.905], [1.828, -5.115, -3.141], [1.059, -0.343, 0.644], [0.901, 1.677, -2.041], [-4.293, 2.359, -0.006], [-3.040, 1.266, 2.229], [-3.130, 3.293, -1.929], [-1.235, 2.193, -1.878], [2.106, -1.617, 3.299], [-1.784, 4.212, -1.247], [0.241, 2.546, -2.121], [-2.160, -0.225, 1.998], [0.574, 4.105, 2.169], [-0.446, 4.860, 2.723], [-3.092, 3.331, 1.300], [1.563, -2.982, -3.144], [3.649, -1.790, -0.048], [-5.085, 0.792, -0.012], [2.812, -2.473, 4.120], [-2.059, 3.476, -2.002], [2.222, -2.735, -4.469], [-0.375, -3.461, 1.020], [0.606, 3.308, -1.433], [-2.741, 1.030, -2.965], [-1.167, 0.240, -2.890], [0.397, -0.082, 2.740], [3.860, -3.187, 3.537], [-3.797, -1.364, -0.143], [2.435, -1.488, 2.021], [0.347, 2.938, -3.136], [1.607, 4.306, 2.418], [-3.929, -0.215, 1.853], [-1.291, 1.354, -0.211], [0.545, -0.782, 4.887], [2.777, -1.798, -4.461], [4.998, -3.587, 1.726], [0.502, -2.075, -1.183], [-2.957, 0.592, 0.124], [1.073, -1.935, -2.389], [-3.017, 0.349, 1.641], [-4.256, 1.364, -1.449], [0.264, 3.065, 1.304], [3.435, -2.144, 1.452], [-2.058, 3.534, 1.527], [1.492, -2.691, -5.279], [-1.410, 1.636, -3.942], [1.443, -4.258, -2.602], [4.280, -2.565, -0.746], [-1.869, 3.921, -2.982], [-0.220, 5.664, 3.410]],
  "forces_ev_per_angstrom": [[0.00, 0.00, 0.02], [-0.11, -0.05, -0.06], [0.00, 0.01, 0.01], [-0.02, -0.02, -0.01], [-0.20, -0.10, 0.05], [0.03, -0.04, 0.03], [-0.04, -0.30, -0.22], [-0.08, -0.09, -0.07], [-0.06, 0.07, -0.05], [0.04, -0.03, -0.03], [-0.11, 0.07, -0.04], [0.01, 0.01, 0.01], [-0.03, 0.07, 0.10], [-0.09, -0.08, -0.08], [-0.05, -0.07, 0.04], [0.04, 0.04, 0.01], [0.18, 0.01, -0.41], [-0.16, 0.03, -0.06], [0.00, 0.04, 0.04], [0.02, -0.01, -0.01], [0.00, 0.00, -0.01], [-0.37, 0.41, -0.59], [-0.05, -0.04, 0.00], [0.07, 0.09, 0.12], [-0.05, -0.03, -0.08], [-0.01, -0.03, 0.03], [0.02, 0.07, -0.14], [0.09, -0.21, 0.13], [0.03, 0.00, 0.04], [0.05, -0.02, -0.05], [0.03, -0.03, -0.02], [-0.15, 0.00, 0.00], [0.04, 0.01, 0.01], [-0.10, -0.01, -0.05], [0.03, -0.10, -0.03], [-0.20, 0.27, 0.65], [0.00, 0.00, 0.00], [-0.06, 0.15, -0.19], [0.00, 0.01, -0.02], [0.07, -0.05, -0.07], [0.06, 0.03, -0.02], [-0.04, 0.04, 0.06], [0.04, 0.03, 0.03], [0.06, 0.02, 0.06], [-0.07, -0.21, 0.51], [0.11, -0.18, 0.26], [-0.02, -0.03, -0.06], [0.09, 0.07, -0.09], [0.01, 0.04, 0.01], [0.01, 0.01, 0.00], [0.02, -0.04, 0.06], [0.25, 0.23, 0.21], [-0.10, 0.01, 0.10], [-0.02, 0.02, 0.03], [0.01, -0.01, -0.01], [0.21, -0.16, -0.11], [-0.03, -0.05, -0.01], [-0.01, 0.21, 0.15], [-0.02, 0.05, 0.04], [0.03, 0.00, 0.02], [0.29, 0.02, 0.03], [0.23, -0.09, 0.00], [0.04, -0.01, -0.08], [-0.04, 0.01, 0.02], [-0.01, -0.02, -0.02], [0.01, 0.01, -0.01], [0.11, -0.09, -0.17], [-0.02, 0.01, 0.00], [0.00, 0.00, 0.00]]
}

No. 2
{
  "formula": "C10H41B2O11",
  "method": "ωB97M-V with the def2-TZVPD basis set",
  "total_charge": -1,
  "de_lowest_ev": 0.426,
  "energy_ha": -1282.78535,
  "homo_ev": -6.4,
  "species": ["C", "H", "O", "H", "C", "H", "H", "H", "C", "H", "H", "O", "O", "O", "C", "C", "H", "H", "H", "O", "H", "O", "H", "H", "H", "H", "H", "H", "C", "H", "H", "H", "H", "H", "H", "H", "H", "O", "H", "H", "O", "H", "B", "H", "H", "H", "H", "C", "H", "O", "H", "C", "O", "H", "H", "O", "H", "H", "C", "B", "H", "H", "H", "C"],
  "xyz": [[2.121, 16.976, 14.811], [4.470, 24.633, 16.306], [2.574, 23.773, 16.249], [-1.068, 19.984, 13.391], [3.928, 23.760, 16.684], [4.869, 23.354, 18.576], [4.529, 22.913, 16.348], [3.346, 18.283, 14.081], [2.749, 15.722, 15.415], [4.212, 21.247, 15.336], [6.550, 20.380, 9.901], [7.102, 20.797, 15.781], [5.006, 19.512, 11.027], [7.309, 15.671, 12.682], [6.477, 16.040, 13.777], [6.308, 21.336, 11.827], [1.897, 22.136, 16.126], [2.125, 14.271, 16.550], [6.837, 15.550, 14.694], [1.811, 15.149, 16.320], [3.235, 23.127, 18.643], [7.829, 18.049, 13.975], [8.167, 16.070, 12.855], [0.933, 21.034, 15.248], [1.145, 16.662, 14.408], [5.452, 15.728, 13.596], [5.115, 18.825, 10.366], [3.466, 20.202, 13.852], [3.956, 23.826, 18.189], [0.691, 19.715, 14.246], [-0.158, 21.512, 14.333], [6.255, 19.634, 17.311], [4.766, 21.341, 12.980], [2.851, 25.307, 18.739], [6.230, 20.615, 15.376], [7.729, 19.007, 14.027], [2.485, 24.303, 15.453], [2.922, 17.465, 13.778], [7.812, 19.083, 16.631], [7.168, 21.963, 11.583], [5.339, 22.010, 12.574], [1.788, 17.668, 15.591], [-0.366, 20.305, 14.310], [5.929, 18.008, 13.178], [2.597, 20.763, 15.596], [6.785, 20.518, 12.400], [-0.855, 19.993, 15.378], [6.497, 17.530, 13.986], [9.443, 20.724, 16.689], [3.794, 25.121, 18.739], [5.282, 19.837, 14.412], [5.754, 20.646, 10.609], [1.744, 21.201, 15.878], [3.625, 16.050, 15.997], [5.959, 17.811, 14.896], [9.373, 20.842, 17.641], [5.112, 21.330, 10.033], [8.010, 20.093, 18.894], [7.224, 19.964, 16.926], [4.207, 20.166, 14.803], [7.496, 21.666, 18.151], [3.115, 15.118, 14.582], [3.690, 19.423, 15.610], [8.000, 20.709, 17.990]],
  "forces_ev_per_angstrom": [[-1.42, -1.16, 0.06], [-0.21, 0.11, -0.01], [-0.25, -0.16, -0.08], [-0.10, 0.17, -0.22], [0.98, 0.64, 0.52], [0.37, 0.75, -0.26], [-0.58, -0.32, -0.17], [-0.13, 0.00, -0.19], [0.53, 1.49, 0.57], [0.27, 0.32, -0.05], [0.17, -0.20, 0.34], [-0.13, -0.03, 0.13], [0.17, 0.00, -0.11], [-0.32, -0.27, -0.08], [0.90, 0.19, 0.52], [0.74, -1.11, 0.20], [0.14, 0.30, -0.35], [-0.04, -0.02, 0.08], [-0.07, -0.12, -0.07], [0.03, -0.46, -0.47], [-0.40, 0.22, -0.45], [-0.08, -0.35, 0.24], [-0.01, 0.15, -0.04], [0.05, -0.10, -0.42], [0.22, -0.01, -0.29], [-0.01, -0.07, -0.20], [-0.15, -0.09, 0.07], [-0.10, 0.18, -0.26], [0.05, -1.14, 0.79], [0.24, -0.09, -0.20], [0.04, 0.35, -0.08], [-0.05, 0.11, -0.06], [-0.06, 0.03, 0.08], [-0.01, 0.10, -0.03], [0.21, 0.18, -0.04], [0.15, 0.07, 0.09], [0.03, -0.12, -0.12], [0.33, 0.31, 0.19], [-0.18, -0.17, 0.23], [-0.43, 0.57, -0.14], [0.13, 0.31, -0.09], [0.71, 0.39, -0.06], [-0.16, -0.47, 0.38], [0.07, -0.11, -0.06], [-0.30, 0.12, -0.18], [-0.25, 0.14, 0.21], [-0.22, 0.01, 0.18], [-0.81, 0.65, -0.56], [-0.02, 0.19, -0.05], [0.03, -0.07, -0.08], [0.24, -0.20, 0.05], [-0.20, 0.38, -0.81], [0.01, -0.19, 0.89], [0.12, -0.16, -0.17], [0.16, -0.24, 0.17], [-0.01, 0.29, -0.12], [-0.10, 0.04, 0.26], [-0.29, 0.27, 0.18], [0.46, -0.04, -0.30], [-0.56, 0.16, 0.04], [0.29, 0.14, 0.16], [-0.38, -0.51, 0.16], [0.23, -0.47, 0.19], [-0.04, -0.86, -0.10]]
}

No. 3
{
  "formula": "C7H10",
  "method": "ωB97M-V with the def2-TZVPD basis set",
  "de_lowest_ev": 4.311,
  "energy_ha": -272.55956,
  "homo_ev": -8.8,
  "species": ["H", "C", "H", "H", "C", "H", "C", "C", "H", "H", "C", "H", "H", "H", "H", "C", "C"],
  "xyz": [[-0.762, -1.042, -1.603], [-1.534, -1.116, 0.530], [-2.442, -0.819, 1.041], [3.030, 0.012, -0.027], [2.019, 0.435, -0.039], [1.247, -0.839, 1.517], [-1.288, -0.510, -0.818], [0.997, -0.577, 0.481], [-0.984, 2.481, -1.122], [-2.081, 0.140, -1.198], [-0.450, -0.112, 0.412], [-1.219, -2.140, 0.663], [1.786, 0.741, -1.065], [1.063, -1.503, -0.102], [2.027, 1.338, 0.580], [-0.870, 2.108, -0.132], [-0.654, 1.319, 0.761]],
  "forces_ev_per_angstrom": [[-0.13, -0.35, 0.18], [-0.14, -0.37, 0.26], [0.04, -0.14, -0.04], [-0.20, 0.02, -0.02], [-0.01, 0.04, -0.04], [-0.10, 0.04, -0.09], [0.28, -0.17, -0.11], [0.02, -0.17, 0.02], [-0.15, 0.92, 0.22], [0.54, 0.00, 0.27], [0.06, -0.36, -0.31], [-0.08, -0.16, 0.24], [0.04, -0.06, 0.12], [0.03, 0.05, 0.10], [-0.02, -0.14, -0.09], [0.11, 0.68, 0.56], [-0.30, 0.17, -1.28]]
}

We obtain frontier orbital gap values of 9.11, 8.78, 9.49 eV for the records listed above, in that order.